Entry 1:
# C3H7N3

One molecule with the formula C3H7N3 in a non-equilibrium geometry (the ωB97M-V functional and the def2-TZVPD basis, OMol25).

Its highest occupied orbital energy is -7.775 eV. As for the SMILES: NN1CC=CN1. The HOMO-LUMO gap is 0.3263 hartree.

```
13
Properties=species:S:1:pos:R:3:nbo_charge:R:1
C -1.40726 0.47693 -0.07978 -0.30
C -1.34465 -0.82995 -0.27015 -0.04
C -0.13441 0.95174 0.56731 -0.27
N -0.07423 -1.35359 0.34925 -0.47
N 0.75759 -0.22131 0.58356 -0.14
N 1.80032 -0.20184 -0.38142 -0.69
H -2.21132 1.14245 -0.33204 0.22
H -2.04784 -1.53058 -0.67071 0.21
H 0.32432 1.78921 0.02619 0.20
H -0.30150 1.27506 1.60124 0.20
H 0.41987 -2.02540 -0.22891 0.38
H 2.63553 0.17724 0.05130 0.36
H 1.58357 0.35003 -1.21585 0.33
```

Entry 2:
# C34H45BrF3N2O9PPdS2

C34H45BrF3N2O9PPdS2 as an isolated structure in a non-equilibrium geometry (the ωB97M-V functional and the def2-TZVPD basis, OMol25).

Its highest occupied orbital energy (alpha / beta) is -0.360 / -2.368 eV. Its multiplicity is 3. The expectation value of S² is 2.029. The HOMO-LUMO gap (alpha / beta) is 0.1593 / 0.2331 hartree. The net charge is -2.

```
98
Properties=species:S:1:pos:R:3:mulliken_spin:R:1
Pd -1.12615 -0.62641 -0.65407 0.82
C -5.15182 0.59650 -8.07486 0.00
C -4.64862 0.26312 -6.69449 0.00
C -4.26775 -1.03684 -6.36847 0.00
C -3.77635 -1.34339 -5.11112 0.00
C -3.65741 -0.34718 -4.14898 0.00
C -4.02954 0.94989 -4.45860 0.00
C -4.52326 1.24759 -5.72318 0.00
S -3.01023 -0.77994 -2.53265 0.02
O -3.19693 0.45189 -1.76217 0.01
O -3.76529 -1.94207 -2.13338 0.00
N -1.48433 -1.15772 -2.74494 0.08
C -0.69422 -0.12025 -3.42582 0.00
C 0.74602 -0.12696 -2.90799 -0.01
O 1.64264 0.29922 -3.65131 0.00
O 0.88875 -0.49944 -1.70545 0.04
H -5.61432 -0.27118 -8.54703 0.00
H -4.33585 0.92647 -8.72291 0.00
H -5.88902 1.40006 -8.04383 0.00
H -4.36740 -1.82079 -7.11231 0.00
H -3.48668 -2.35400 -4.85529 0.00
H -3.93693 1.71090 -3.69584 0.00
H -4.82379 2.26407 -5.95580 0.00
H -1.05816 0.89694 -3.21359 0.00
H -0.70422 -0.25881 -4.51071 0.00
Br -8.06696 -1.31540 5.00585 0.01
C -7.14739 -1.69334 3.36874 -0.09
C -7.87818 -2.23409 2.31752 0.31
N -7.27982 -2.49316 1.11941 -0.03
C -6.00269 -2.25417 0.99057 0.07
C -5.17074 -1.73760 2.03556 0.02
C -5.80956 -1.41856 3.27692 0.23
C -3.79743 -1.60721 1.80420 0.20
O -3.08999 -1.05371 2.97201 0.00
O -3.09015 -1.90059 0.84986 0.17
H -8.93451 -2.44268 2.41031 0.03
H -5.54352 -2.44705 0.02478 0.03
H -5.25631 -0.99259 4.09875 0.06
C 3.49390 1.11684 5.21280 0.00
C 3.09260 -0.31558 4.88044 0.00
C 3.14485 -0.55490 3.35946 0.00
C 2.85654 0.73364 2.55146 0.00
C 1.83892 1.57357 3.33912 0.00
C 2.45882 2.09557 4.64345 0.00
P 2.16150 0.26007 0.92857 -0.01
C 2.01153 1.72784 -0.12687 0.00
C 0.66958 2.46465 0.01468 0.01
C 0.78312 3.82103 -0.67274 0.00
C 1.76752 4.73787 0.06980 0.00
C 2.93694 3.95812 0.70177 0.00
C 3.23701 2.67610 -0.07261 0.00
C 3.39527 -0.77266 0.05980 0.00
C 4.88216 -0.58534 0.46241 0.00
C 5.62461 -1.92150 0.50150 0.00
C 5.32507 -2.71581 -0.76640 0.00
C 3.82364 -3.06856 -0.86059 0.00
C 2.95587 -2.24458 0.09494 0.00
H 4.47809 1.31585 4.77502 0.00
H 3.59710 1.25723 6.29175 0.00
H 2.07976 -0.50007 5.24719 0.00
H 3.75227 -1.02568 5.38497 0.00
H 2.39130 -1.29603 3.09357 0.00
H 4.11965 -0.96545 3.08432 0.00
H 3.77076 1.31852 2.40400 0.00
H 0.97040 0.94669 3.54405 0.00
H 1.47389 2.41179 2.75135 0.00
H 1.66220 2.25185 5.37541 0.00
H 2.92965 3.06919 4.47197 0.00
H 1.99958 1.25706 -1.11137 0.00
H 0.37095 2.59946 1.05642 0.00
H -0.11491 1.85630 -0.44630 0.00
H -0.19588 4.30033 -0.73654 0.00
H 1.12225 3.65838 -1.70025 0.00
H 1.23391 5.27928 0.85627 0.00
H 2.15670 5.49330 -0.61923 0.00
H 2.69728 3.70248 1.73568 0.00
H 3.82959 4.58871 0.74010 0.00
H 4.10718 2.17471 0.35903 0.00
H 3.51942 2.93685 -1.09620 0.00
H 3.26756 -0.46551 -0.98004 0.00
H 4.99728 -0.07339 1.41864 0.00
H 5.36755 0.04874 -0.28655 0.00
H 5.31176 -2.49775 1.37799 0.00
H 6.69966 -1.74435 0.60340 0.00
H 5.93551 -3.62196 -0.79900 0.00
H 5.61821 -2.10731 -1.62740 0.00
H 3.67743 -4.13108 -0.64939 0.00
H 3.46197 -2.89026 -1.87491 0.00
H 3.00451 -2.64069 1.11461 0.00
H 1.91709 -2.29369 -0.22414 0.00
F 0.23991 -2.47737 3.07206 0.00
C -0.85771 -2.40217 2.32678 0.00
F -1.73162 -3.26102 2.83906 0.00
F -0.56792 -2.74834 1.09965 0.00
S -1.60647 -0.63603 2.61313 0.00
O -0.97115 -0.34135 3.86544 0.00
O 0.87422 -0.45799 1.19511 0.03
O -1.71026 0.39287 1.61371 0.01
```

Entry 3:
# C53H51AsN7OPdS3

C53H51AsN7OPdS3 as an isolated structure in a non-equilibrium geometry (the ωB97M-V functional and the def2-TZVPD basis, OMol25).

Its highest occupied orbital energy is -15.048 eV. The HOMO-LUMO gap is 0.2256 hartree. The net charge is +3.

```
117
Properties=species:S:1:pos:R:3:lowdin_charge:R:1
Pd 0.92831 -2.02091 0.56157 1.04
C 4.79094 -1.88597 -1.51255 0.02
C 3.65673 -1.97650 -0.55712 -0.25
N 2.44737 -2.15336 -0.89245 -0.05
N 1.97281 -2.44074 -2.12599 0.12
C 0.91648 -3.16278 -1.98720 -0.42
O 0.41897 -3.47378 -0.80491 -0.19
C 0.24467 -3.66651 -3.19807 -0.16
C 0.61849 -3.16450 -4.44230 -0.02
C -0.02175 -3.60803 -5.58379 -0.05
C -1.02574 -4.56201 -5.49682 -0.05
C -1.39101 -5.08125 -4.26416 -0.05
C -0.75906 -4.63508 -3.11497 -0.04
C 3.83180 -2.08448 0.90195 -0.20
C 5.04395 -1.85587 1.54147 0.03
C 5.14881 -2.04815 2.90834 0.01
C 4.03219 -2.47491 3.61158 0.00
C 2.85407 -2.67264 2.92173 -0.10
N 2.74579 -2.50470 1.60255 0.01
H 4.41968 -1.90127 -2.53265 0.09
H 5.48541 -2.71382 -1.37521 0.11
H 5.34487 -0.96389 -1.34371 0.09
H 1.40980 -2.42851 -4.50454 0.11
H 0.27166 -3.22100 -6.54876 0.11
H -1.51116 -4.91415 -6.39290 0.12
H -2.15341 -5.84166 -4.20489 0.11
H -1.01104 -5.06270 -2.15357 0.11
H 5.89492 -1.52976 0.96264 0.13
H 6.08860 -1.87807 3.41444 0.13
H 4.06901 -2.67088 4.67237 0.13
H 1.97527 -3.01019 3.43872 0.08
N -0.22135 -0.94800 -0.62130 -0.35
S -1.35889 -0.20323 -1.16334 0.81
N -1.94732 1.05815 -0.28680 -0.35
S -0.99087 2.23678 0.09573 0.91
N 0.42465 1.90098 0.63490 -0.35
S 1.06148 1.02269 1.83662 0.83
N 1.18987 -0.44979 1.75218 -0.37
C 0.18938 1.39861 3.34714 -0.30
C -1.15770 1.05092 3.31917 -0.12
C -1.92642 1.18817 4.45949 -0.04
C -1.34244 1.63529 5.63807 -0.03
C 0.01133 1.92669 5.67105 -0.03
C 0.79059 1.80209 4.52710 -0.05
C 2.66793 1.82644 1.78465 -0.29
C 3.42263 1.40481 0.69388 -0.09
C 4.67866 1.94298 0.48579 -0.05
C 5.19021 2.88115 1.37346 -0.04
C 4.42761 3.29802 2.45012 -0.03
C 3.15322 2.78064 2.65849 -0.05
C -1.94258 3.23469 1.20297 -0.33
C -1.25401 4.23687 1.87403 -0.05
C -1.95447 5.05570 2.74056 -0.03
C -3.32005 4.87671 2.91115 -0.03
C -3.99479 3.88372 2.21627 -0.03
C -3.30695 3.04503 1.35180 -0.06
C -0.65497 3.28528 -1.28770 -0.32
C 0.62842 3.72766 -1.56677 -0.05
C 0.80683 4.57993 -2.64726 -0.04
C -0.27898 4.96356 -3.42060 -0.03
C -1.55651 4.50731 -3.12220 -0.03
C -1.75415 3.66320 -2.04563 -0.05
C -2.87436 -1.09110 -1.42271 -0.33
C -4.09471 -0.45230 -1.60781 -0.08
C -5.21758 -1.22400 -1.85217 -0.03
C -5.11749 -2.61065 -1.90368 -0.03
C -3.89557 -3.23433 -1.71095 -0.04
C -2.76109 -2.47186 -1.47113 -0.08
C -0.88990 0.44481 -2.75634 -0.30
C 0.45912 0.71723 -2.93578 -0.09
C 0.88914 1.19454 -4.16086 -0.05
C -0.01874 1.37637 -5.19335 -0.04
C -1.36091 1.08162 -5.00425 -0.04
C -1.80828 0.61121 -3.77913 -0.04
H -1.60728 0.68012 2.40959 0.08
H -2.97799 0.95012 4.43066 0.12
H -1.93846 1.73765 6.53193 0.12
H 0.47563 2.24590 6.59153 0.12
H 1.85361 1.99377 4.59782 0.10
H 3.02027 0.66869 0.01067 0.09
H 5.25879 1.64145 -0.37327 0.11
H 6.17242 3.29672 1.21431 0.12
H 4.81050 4.04352 3.13107 0.12
H 2.55901 3.18098 3.47071 0.10
H -0.19450 4.37716 1.71894 0.12
H -1.43977 5.83976 3.27408 0.12
H -3.86266 5.52330 3.58203 0.12
H -5.05952 3.76308 2.34310 0.12
H -3.81453 2.26222 0.81262 0.11
H 1.45992 3.42070 -0.95495 0.11
H 1.79470 4.94528 -2.88172 0.12
H -0.13284 5.62944 -4.25759 0.12
H -2.39770 4.81750 -3.72344 0.12
H -2.74667 3.31513 -1.79522 0.12
H -4.16874 0.62173 -1.54559 0.11
H -6.17501 -0.74590 -2.00309 0.12
H -5.99971 -3.20378 -2.09842 0.12
H -3.82519 -4.31137 -1.75596 0.12
H -1.78879 -2.93107 -1.33872 0.08
H 1.15648 0.53867 -2.12956 0.10
H 1.93508 1.41179 -4.31557 0.12
H 0.32199 1.73726 -6.15238 0.12
H -2.06378 1.20529 -5.81321 0.12
H -2.85199 0.36262 -3.65070 0.11
C -1.00929 -4.60145 1.97587 -0.23
As -0.77795 -2.69340 2.12283 1.15
C -0.39437 -2.32797 3.98454 -0.23
C -2.52541 -1.91927 1.82276 -0.22
H -1.78090 -4.88725 2.69684 0.06
H -0.07783 -5.11999 2.20511 0.05
H -1.32531 -4.85533 0.96364 0.04
H -1.34887 -2.34724 4.51727 0.06
H 0.07173 -1.35082 4.08881 0.02
H 0.24081 -3.10374 4.40318 0.04
H -3.00207 -1.78822 2.79747 0.05
H -3.11507 -2.60602 1.21626 0.04
H -2.45623 -0.96351 1.31008 -0.01
```

Entry 4:
# C28H19BrN5OSSn

C28H19BrN5OSSn as an isolated structure (the ωB97M-V functional and the def2-TZVPD basis, OMol25).

Its highest occupied orbital energy is -10.268 eV. The HOMO-LUMO gap is 0.2584 hartree. The net charge is +1.

```
56
Properties=species:S:1:pos:R:3:nbo_charge:R:1
Sn -1.33174 0.04349 0.81309 1.44
Br 1.16191 -2.77062 7.58430 0.09
C 0.50514 -1.82892 6.08718 -0.15
C 0.01804 -0.52122 6.24562 -0.15
C -0.46829 0.18253 5.17268 -0.27
C -0.49244 -0.38541 3.88211 0.40
O -0.99811 0.28824 2.88673 -0.86
C 0.02093 -1.69448 3.72710 -0.21
C 0.12712 -2.36001 2.46934 0.20
N -0.12111 -1.90758 1.27877 -0.63
C 0.23925 -2.75763 0.19282 0.20
C 1.34896 -3.55873 0.17748 -0.24
C 1.60343 -4.41634 -0.91646 -0.19
C 0.75551 -4.46219 -1.98442 -0.16
C -0.37812 -3.61506 -2.01754 -0.08
C -1.30458 -3.58072 -3.08602 -0.10
C -2.36060 -2.71700 -3.04114 -0.25
C -2.48483 -1.85531 -1.93272 0.09
N -1.64693 -1.86792 -0.92594 -0.49
C -0.61444 -2.74478 -0.93983 0.12
C 0.50225 -2.40564 4.85164 -0.17
H 0.02288 -0.07049 7.22990 0.24
H -0.85964 1.18416 5.29279 0.24
H 0.49977 -3.38279 2.54098 0.19
H 2.05499 -3.53578 0.99829 0.22
H 2.48473 -5.04353 -0.89349 0.23
H 0.94316 -5.13090 -2.81530 0.23
H -1.16482 -4.24632 -3.92939 0.23
H -3.08692 -2.66962 -3.84018 0.24
H -3.29185 -1.13210 -1.88564 0.21
H 0.87978 -3.41299 4.71870 0.23
N 0.46231 3.25024 -1.99955 -0.61
C -0.60643 3.74824 -2.79148 0.21
C -0.72180 5.10814 -3.01659 -0.25
C -1.77352 5.59962 -3.77940 -0.18
C -2.72104 4.73089 -4.29455 -0.21
C -2.61379 3.36786 -4.04684 -0.18
C -1.54923 2.87422 -3.31241 -0.27
S -1.36693 1.13140 -3.07964 0.48
N -0.34596 1.04322 -1.73127 -0.66
C 0.41025 2.01621 -1.40835 0.41
C 1.36734 1.77457 -0.28749 0.17
C 2.61024 2.38478 -0.26074 -0.23
C 3.49178 2.07422 0.76369 -0.13
C 3.09931 1.16954 1.73081 -0.23
C 1.83807 0.60806 1.63526 0.07
N 0.98654 0.89428 0.64890 -0.50
H 0.98848 3.95563 -1.51196 0.41
H 0.01517 5.78707 -2.60120 0.22
H -1.85018 6.66308 -3.96199 0.23
H -3.54553 5.10672 -4.88481 0.23
H -3.35671 2.68301 -4.43878 0.23
H 2.90722 3.06082 -1.05070 0.24
H 4.47223 2.53091 0.79641 0.24
H 3.74912 0.89652 2.55044 0.24
H 1.48967 -0.08360 2.39082 0.22
```

Entry 5:
# C2H6NO2S

A 2-piece molecular cluster, C2H6NO2S overall (the ωB97M-V functional and the def2-TZVPD basis, OMol25).

Its highest occupied orbital energy is -3.450 eV. The HOMO-LUMO gap is 0.2728 hartree. The net charge is -1.

```
12
Properties=species:S:1:pos:R:3:nbo_charge:R:1
C 1.84673 1.54720 -0.03957 -0.73
S 0.38398 1.40001 -1.11469 -0.63
H 2.72881 1.78995 -0.63977 0.18
H 1.73042 2.35443 0.68612 0.18
H 2.07391 0.62488 0.49769 0.19
N -1.72207 -0.61151 0.60550 -0.89
C -1.23610 -1.74271 0.01728 0.88
O -0.20368 -1.55350 -0.78271 -0.75
O -1.69199 -2.85004 0.26137 -0.71
H -1.36750 0.29381 0.31320 0.42
H -2.56678 -0.70080 1.13284 0.38
H 0.02427 -0.55173 -0.93725 0.48
```

Entry 6:
# C2H4N4

One molecule with the formula C2H4N4 in a non-equilibrium geometry (the ωB97M-V functional and the def2-TZVPD basis, OMol25).

Its highest occupied orbital energy (alpha / beta) is -9.634 / -9.636 eV. The HOMO-LUMO gap (alpha / beta) is 0.3387 / 0.3376 hartree.

```
10
Properties=species:S:1:pos:R:3:nbo_charge:R:1
C 2.59042 -0.14798 0.70554 0.10
C -0.81573 -0.58650 0.08690 -0.43
N 1.34428 -0.49746 0.92664 -0.40
N 3.04359 0.20081 -0.42754 -0.22
N 1.09574 0.11778 -1.17667 -0.08
N 0.61240 -0.33350 -0.12765 0.06
H 3.28480 -0.38070 1.54670 0.24
H -0.87588 -1.74968 -0.17880 0.24
H -1.14762 -0.48407 1.17509 0.26
H -1.44780 -0.00210 -0.58141 0.24
```

Entry 7:
# C6H14O

A 2-piece molecular cluster, C6H14O overall (the ωB97M-V functional and the def2-TZVPD basis, OMol25).

Its highest occupied orbital energy (alpha / beta) is -7.499 / -7.215 eV. The HOMO-LUMO gap (alpha / beta) is 0.2696 / 0.2472 hartree.

```
21
Properties=species:S:1:pos:R:3:nbo_charge:R:1
C 0.85747 -0.24912 -2.56014 -0.61
C 0.02052 -0.05922 -1.29647 -0.23
C -0.00077 1.32395 -0.66595 -0.70
C 0.44445 -0.89925 -0.10222 -0.50
C -0.53374 -0.57598 0.98514 0.27
C -0.13050 -0.74835 2.40974 -0.70
O -1.60724 1.29744 1.42364 -0.95
H 0.52838 0.45526 -3.33245 0.21
H 0.75478 -1.26317 -2.96861 0.20
H 1.92118 -0.06155 -2.36901 0.20
H -1.01452 -0.34689 -1.53974 0.19
H -0.38116 2.11093 -1.33216 0.20
H 1.00727 1.61118 -0.32782 0.18
H -0.94980 1.43310 0.54607 0.45
H 1.46832 -0.64046 0.20068 0.21
H 0.41521 -1.99364 -0.25718 0.23
H -1.56490 -0.79829 0.73302 0.20
H 0.60803 0.00775 2.69617 0.24
H 0.36601 -1.72424 2.51780 0.23
H -0.98462 -0.68809 3.08570 0.23
H -1.22436 1.80863 2.15379 0.46
```

Entry 8:
# C3H7NO

C3H7NO as an isolated structure in a non-equilibrium geometry (the ωB97M-V functional and the def2-TZVPD basis, OMol25).

Its highest occupied orbital energy is -9.507 eV. The HOMO-LUMO gap is 0.3672 hartree.

```
12
Properties=species:S:1:pos:R:3:nbo_charge:R:1
C 1.16949 0.88682 -0.12042 -0.73
C 0.55154 -0.48760 -0.06146 0.51
O 1.15074 -1.47893 -0.44693 -0.57
H 0.40369 -0.71680 1.78821 0.06
H 2.00988 0.92565 0.58980 0.23
H 0.45905 1.68348 0.14378 0.24
H 1.54330 1.06998 -1.13963 0.26
C -1.05420 -0.53359 -0.33179 0.02
N -1.73884 0.52344 -0.50764 -0.61
H -2.71608 0.40374 -0.80053 0.36
H -1.41949 -1.52497 -0.60827 0.17
H -0.35910 -0.75123 1.49487 0.05
```